[1]
68
Properties=species:S:1:pos:R:3:forces:R:3 method="wB97M-V/def2-TZVPD" relative_energy_kcal_mol=75.8 lumo_ev="-4.2 / -5.3" gap_ha="0.24315 / 0.20469" spin_multiplicity=2 molar_mass_g_mol=730.8 charge=+1 s2=0.78
Pd 0.95966 0.33685 -1.01802 -0.5726 -1.9099 -1.4132
C 0.71102 -4.48075 -3.26753 0.0371 -0.0215 0.0361
C 1.55951 -3.56007 -2.42457 0.1201 -0.0777 0.0644
O 1.71030 -2.23600 -3.02027 -0.1553 -0.2499 -0.0831
P 0.59627 -1.13109 -2.91957 1.1041 1.0849 1.0684
S 1.22756 0.64729 -3.38843 -0.0485 0.7349 -0.0820
S 1.56182 -1.34716 0.73869 0.1039 1.3615 0.3576
O -0.68802 -1.64616 -3.63799 -0.2365 -0.1355 0.3810
C -0.89097 -1.46424 -5.08550 -0.0689 0.0518 -0.0852
C -1.98627 -0.45558 -5.30412 -0.0020 -0.0239 -0.0087
H 0.73283 -5.47566 -2.82191 -0.0100 -0.0094 -0.0012
H 1.11430 -4.55619 -4.27687 -0.0162 0.0185 -0.0152
H -0.32431 -4.15109 -3.31149 -0.0288 -0.0085 -0.0196
H 2.58188 -3.92603 -2.35407 -0.0384 0.0359 0.0393
H 1.16436 -3.43723 -1.41261 -0.0067 -0.0066 -0.0392
H -1.14938 -2.45231 -5.46198 0.0126 0.0157 0.0413
H 0.05032 -1.14514 -5.53640 0.0067 -0.0304 0.0536
H -2.90947 -0.78760 -4.83261 -0.0128 0.0178 0.0228
H -2.16764 -0.34506 -6.37352 0.0128 -0.0102 -0.0165
H -1.70063 0.51417 -4.89956 -0.0174 0.0051 0.0121
C 2.50302 3.83676 -0.03593 0.1149 -0.0734 0.0565
Si 3.75155 3.35430 1.27879 0.1962 0.1362 -0.0274
C 5.47975 3.93945 0.86709 -0.2127 -0.0354 0.0152
C 3.21818 3.92411 2.98618 -0.0701 0.0375 -0.2028
C 3.77040 1.45812 1.32343 0.1954 -0.2479 -0.1504
Te 1.77349 0.75139 1.79744 -0.3402 -1.4722 -0.3945
C 2.02994 0.46973 3.86814 0.0365 0.3600 -0.0018
Si 2.60892 -1.23940 4.53402 -0.1172 -0.0303 -0.2002
C 4.13636 -1.73176 3.56749 -0.0625 -0.0262 0.1728
C 1.18660 -2.42757 4.30466 0.1812 0.0069 0.1510
C 2.98646 -0.97367 6.34540 0.0470 -0.0099 -0.1907
H 2.24480 4.89385 0.03493 -0.0275 0.0285 0.0108
H 1.57265 3.26508 0.05880 -0.0226 0.0970 -0.0249
H 2.89777 3.66483 -1.04148 -0.0013 -0.0390 0.0613
H 5.50890 5.02900 0.83188 0.0125 0.0561 0.0143
H 5.80787 3.57092 -0.10545 -0.0208 -0.0328 -0.0213
H 6.20087 3.60880 1.61406 0.0275 -0.0075 0.0493
H 3.22870 5.01396 3.04464 0.0095 0.0155 -0.0102
H 3.88728 3.55056 3.76193 0.0438 -0.0322 0.0332
H 2.19871 3.61063 3.23070 -0.0098 -0.0088 0.0105
H 4.41823 0.99764 2.07447 -0.0631 0.0462 0.0656
H 3.99471 0.99501 0.35539 -0.1301 0.0793 0.0606
H 1.06615 0.76274 4.29002 -0.0028 -0.0623 0.0252
H 2.75414 1.26009 4.10502 -0.0661 -0.1312 0.0772
H 3.92560 -1.84940 2.50337 -0.0018 0.0256 -0.0201
H 4.52112 -2.68744 3.93015 -0.0329 -0.0197 0.0075
H 4.94203 -1.00547 3.69392 0.0016 0.0503 -0.0245
H 0.88402 -2.48591 3.26123 -0.0580 -0.0199 -0.0522
H 0.32698 -2.12031 4.90263 -0.0366 0.0531 -0.0281
H 1.46200 -3.43178 4.63630 0.0385 0.0190 -0.0275
H 3.77379 -0.23511 6.49762 0.0339 0.0271 0.0006
H 3.33079 -1.91583 6.77539 0.0080 -0.0269 0.0421
H 2.10757 -0.65550 6.90495 -0.0609 0.0117 0.0005
O -3.54767 1.35149 -0.36005 0.1004 -0.0436 -0.0249
C -3.61440 1.94542 0.85169 -0.0283 0.0491 0.1154
C -4.80196 2.51674 1.30542 0.0266 -0.0177 -0.0305
C -4.87232 3.10254 2.55435 0.0027 -0.0228 -0.0351
C -3.75970 3.12367 3.38503 0.0443 0.0202 0.0560
C -2.58301 2.55046 2.94785 -0.0361 0.0132 0.0033
C -2.48347 1.96800 1.68316 0.1341 -0.1801 -0.1296
C -1.17811 1.39836 1.23924 -0.0099 -0.1944 -0.4777
O -0.36406 1.09009 2.22566 0.0076 0.1913 0.1011
O -0.90814 1.23482 0.04605 0.0547 0.5247 0.6066
H -4.41334 1.38208 -0.77975 -0.0673 0.0319 0.0193
H -5.67527 2.49432 0.66387 -0.0117 -0.0002 -0.0096
H -5.80464 3.54150 2.88270 -0.0126 0.0100 0.0019
H -3.81378 3.58220 4.36177 0.0000 0.0005 0.0158
H -1.70866 2.55119 3.58299 0.0029 0.0010 -0.0022

=====

[2]
76
Properties=species:S:1:pos:R:3:forces:R:3 method="wB97M-V/def2-TZVPD" relative_energy_kcal_mol=23.3 lumo_ev=0.4 gap_ha=0.40986 molar_mass_g_mol=694.4 smiles="O=C1OC[C@@H](F)O1.O=C1OC[C@@H](F)O1.O=C1OC[C@@H](F)O1.O=C1OC[C@@H](F)O1.COC(=O)OC.COC(=O)OC.COC(=O)OC"
C -1.05110 -3.30570 -2.96077 -0.9074 0.7701 0.7755
C -2.20119 -3.18711 -3.93514 0.6183 -0.2062 -0.6090
O -3.09271 -4.16244 -3.47985 -0.3195 0.0213 0.2632
C -2.39122 -5.07623 -2.75125 1.0716 -0.5898 -0.1088
O -2.77088 -6.10057 -2.30652 -0.9115 -0.1561 -0.0733
O -1.09968 -4.69530 -2.64491 0.4210 0.6057 -0.0121
F -1.76311 -3.57644 -5.19527 -0.2277 0.2432 0.1377
H -1.34197 -2.75133 -2.06056 0.1172 -0.0381 -0.0299
H -0.09591 -2.89576 -3.26626 0.1477 -0.6119 -0.3903
H -2.69515 -2.22322 -4.02903 -0.0251 -0.0670 0.1027
C 3.12908 5.44865 -0.15687 0.6948 -0.4125 0.6008
C 2.38632 5.06475 1.10618 -0.4052 0.8192 -0.2917
O 3.39914 4.56776 1.95142 -0.7436 0.2185 -0.2732
C 4.37996 4.07761 1.14736 0.1738 -1.2269 -0.1762
O 5.20764 3.29633 1.48671 0.0980 0.4859 0.1586
O 4.21628 4.50040 -0.11538 -0.1320 0.3806 -0.3527
F 1.46693 4.10251 0.79701 0.2554 -0.2075 0.3840
H 3.56350 6.44448 -0.06689 -0.2145 0.1025 -0.2348
H 2.53828 5.30106 -1.05263 0.0485 0.0499 -0.0728
H 1.84609 5.89532 1.55997 0.1984 -0.1591 0.3388
C -1.07446 -3.79743 4.43817 -0.3503 -1.2874 0.1596
C -2.39337 -4.41535 3.97163 0.4987 0.8904 0.6675
O -2.13179 -4.63611 2.62673 -0.7512 -0.2950 -0.2241
C -1.16334 -3.76744 2.18883 -0.0467 0.0537 0.4101
O -0.86821 -3.61063 1.05881 0.0302 0.0997 -0.1328
O -0.61361 -3.16436 3.26000 0.4322 0.3541 -0.0171
F -3.40192 -3.48195 4.12742 -0.1398 -0.1362 -0.3329
H -0.41411 -4.63584 4.68450 0.1913 0.1816 0.0389
H -1.15796 -3.15151 5.30454 -0.0703 0.4151 -0.3051
H -2.73337 -5.30178 4.49933 0.2115 -0.2453 -0.3030
C -6.05727 -3.30187 0.30806 0.3788 0.3065 -0.2856
C -4.64878 -3.60195 0.78409 -0.9492 -0.4223 -0.6300
O -3.96749 -2.43170 0.42436 0.1322 0.2168 0.4542
C -4.60655 -1.91106 -0.68009 -0.4024 -0.2856 0.3441
O -4.22867 -0.99066 -1.31755 0.4552 0.0723 -0.1301
O -5.75501 -2.57659 -0.89139 -0.4085 -0.0600 -0.3042
F -4.11134 -4.59035 -0.00116 -0.1201 -0.3172 0.2264
H -6.58810 -2.57876 0.92868 0.0400 -0.3548 0.4986
H -6.64771 -4.20079 0.16092 0.0228 0.0859 -0.4664
H -4.66809 -3.96568 1.80975 0.9075 0.7669 0.2084
C 2.53892 1.96531 -1.98344 0.3110 1.1661 -0.5007
O 1.51364 0.99514 -2.12362 0.2722 -0.0257 -0.3707
C 0.50651 1.03254 -1.26717 -0.3059 -1.0108 1.1949
O 0.30961 1.83148 -0.38629 0.1352 0.0502 -0.5248
O -0.20671 -0.10257 -1.43611 0.2481 0.4640 -0.4017
C -1.03264 -0.45507 -0.33513 -0.4334 0.0674 0.7910
H 2.58596 2.42415 -0.99981 -0.1452 -0.3540 0.1860
H 2.39220 2.77889 -2.70031 -0.2981 -0.0354 0.0124
H 3.50107 1.54357 -2.26137 -0.1317 -0.4964 0.2346
H -1.82069 0.26827 -0.12048 0.0169 0.1068 -0.3896
H -0.44838 -0.53546 0.57883 0.2359 -0.1540 -0.1520
H -1.48213 -1.41972 -0.54223 0.0663 0.0594 -0.1359
C 7.14810 5.34066 -0.89541 -0.7408 -1.0977 0.6696
O 6.42132 4.93884 -2.06018 -0.1793 1.4323 -0.5293
C 6.83507 3.93888 -2.79231 0.6610 -1.1780 -0.0682
O 7.73436 3.18061 -2.53300 0.1963 0.1434 0.1674
O 6.06875 3.83982 -3.87968 -0.7178 0.6621 -0.1999
C 6.26003 2.67517 -4.65663 0.4790 -1.0642 -0.0016
H 8.15962 5.71990 -1.01627 -0.0875 0.0249 -0.6632
H 7.17722 4.46145 -0.24942 0.1881 0.1980 0.2346
H 6.47876 6.07896 -0.46479 0.3058 0.1684 0.1724
H 5.93003 1.79344 -4.10107 0.0772 0.0598 0.0729
H 7.31396 2.53604 -4.89597 -0.0227 0.0578 -0.0014
H 5.68442 2.70079 -5.57731 -0.1343 0.6000 0.1195
C -5.27900 -0.37249 2.97141 -0.4041 0.0142 -0.5853
O -3.91741 -0.74060 3.05492 0.1873 -0.6767 -0.1461
C -3.01608 0.20899 2.83029 -0.2159 0.1063 0.5869
O -3.26873 1.37414 2.73795 0.1530 0.5758 -0.2945
O -1.81717 -0.36105 2.82942 -0.1109 -0.3012 0.1868
C -0.70012 0.49730 2.92132 1.2424 0.7750 0.0330
H -5.57429 -0.17771 1.93501 0.2166 0.1116 -0.0141
H -5.50808 0.52174 3.54701 0.0285 -0.1524 0.2114
H -5.82700 -1.25734 3.28718 -0.0580 0.1748 0.3401
H 0.17777 -0.13048 3.06127 -0.1478 -0.2706 -0.2325
H -0.68603 1.17891 3.77491 -0.6891 -0.1431 0.1085
H -0.55203 1.11456 2.03549 -0.2183 -0.1193 -0.1232

=====

[3]
24
Properties=species:S:1:pos:R:3:forces:R:3 method="wB97M-V/def2-TZVPD" relative_energy_kcal_mol=10.1 lumo_ev=0.6 gap_ha=0.36691 molar_mass_g_mol=128.2 smiles=NCCCN.O.O.O
C -1.43161 -0.53684 -0.44460 0.5520 0.0449 -0.0809
C -0.95599 0.07772 0.85807 0.1100 0.2815 -0.1506
C -0.52232 1.52420 0.68028 -1.3269 0.8999 0.1536
N -0.49214 2.16852 2.01154 1.2501 -0.2018 0.1898
N -1.81345 -1.95348 -0.33800 -0.1939 0.1760 0.0319
H -2.20833 0.10109 -0.86010 -0.3854 -0.0040 0.0652
H -0.61149 -0.46380 -1.15971 0.1411 -0.0439 -0.1748
H -1.76320 0.05323 1.60268 0.1515 -0.0448 -0.0457
H -0.07338 -0.42446 1.26030 -0.1653 -0.4604 0.0827
H -1.31033 2.09650 0.17364 0.0274 -0.3457 -0.3792
H 0.36903 1.64732 0.05849 0.1860 -0.2582 0.3387
H -0.14506 1.48760 2.69236 -0.0956 0.2039 -0.1432
H 0.23277 2.89095 2.00637 -0.3966 -0.0802 0.0443
H -2.52658 -2.15000 -1.03418 0.1640 -0.1603 0.0563
H -2.25535 -2.12575 0.55790 -0.0751 0.0667 0.0382
H 0.44160 -2.69830 0.55993 0.0232 0.0682 0.1599
H 0.70413 -2.68952 -0.88672 0.1569 0.0017 -0.0559
O 1.16580 -2.52591 -0.05317 -0.2330 -0.0888 -0.1798
H 2.34743 1.39623 -1.64619 0.0162 0.0014 -0.1044
H 1.65002 1.28161 -2.99193 0.1093 0.1612 0.0436
O 2.09127 1.92238 -2.42163 -0.1325 -0.1282 -0.0176
H 1.63320 -0.55836 -0.32752 0.0889 0.0603 -0.0204
H 3.06923 -0.55388 0.04116 0.1695 0.2139 -0.0971
O 2.40474 0.03295 -0.33898 -0.1419 -0.3633 0.2453

=====

[4]
8
Properties=species:S:1:pos:R:3:forces:R:3 method="wB97M-V/def2-TZVPD" relative_energy_kcal_mol=19.5 lumo_ev=0.8 gap_ha=0.37452 molar_mass_g_mol=97.6 smiles="C=NS.Cl"
C -0.41989 -0.36535 -0.70578 -0.5346 0.0211 0.2248
H -1.11442 1.77893 1.89532 0.0066 -0.0062 -0.0055
H -0.09273 -1.39598 -0.78054 -0.1913 0.0712 -0.0996
H -0.59106 0.18636 -1.63049 -0.0524 0.0699 -0.0174
H 1.57715 -0.57325 0.36291 0.0507 0.0052 0.1643
N -0.57788 0.10889 0.46311 -0.0063 0.2097 -0.3795
S -1.09492 1.74008 0.55857 0.0789 -0.1859 0.0272
Cl 2.31375 -1.47968 -0.16310 0.6484 -0.1850 0.0857